Density functional theory data (wB97M-V/def2-TZVPD) for a molecular structure, C35H49BMnN9O4Si2 at a distorted geometry.

Calculated values
E	-3911.80597	hartree
expectation value of S²	6.078
multiplicity	5
charge	0
highest occupied orbital energy (spin up / spin down)	-4.857 / -7.487	eV

XYZ file:
```
101
Properties=species:S:1:pos:R:3:forces:R:3:lowdin_charge:R:1
Mn -0.300466 -0.488658 -1.050876 -0.344 -0.188 0.744 0.6170
O 3.961587 -4.969827 2.093124 -0.094 -0.093 0.316 -0.0535
C 4.167561 -4.542522 0.765516 0.133 0.050 -0.350 -0.2211
C 3.172870 -3.470949 0.408291 -0.340 -0.116 0.267 -0.2046
C 3.511428 -2.461089 -0.521436 -0.077 0.221 -0.183 -0.0379
C 2.543619 -1.565061 -0.902126 0.523 -0.016 -0.177 -0.1491
N 1.280734 -1.585936 -0.469909 -0.155 -0.100 0.161 -0.0096
C 0.947903 -2.512734 0.508339 -0.326 0.063 0.085 -0.2089
C 1.908307 -3.463052 0.928283 0.320 -0.037 0.047 0.0290
C -0.378785 -2.432212 1.002415 0.195 0.091 -0.181 -0.1846
C -0.893802 -3.234666 2.045582 -0.153 -0.042 0.084 0.0437
C -2.187537 -3.092560 2.474684 0.162 0.091 -0.198 -0.2037
C -2.734581 -3.939795 3.595741 -0.273 -0.069 -0.163 -0.2247
O -1.919289 -3.936924 4.746852 0.271 0.043 0.301 -0.0562
C -2.988474 -2.119006 1.842459 0.082 -0.091 0.026 -0.0220
C -2.433293 -1.352286 0.844285 -0.414 0.083 -0.023 -0.1035
N -1.181583 -1.474728 0.410628 0.192 -0.484 0.561 0.0051
H 4.556273 -5.701695 2.280849 -0.035 0.009 -0.024 0.0891
H 4.036673 -5.389162 0.068974 0.054 0.175 0.054 0.1304
H 5.191123 -4.159741 0.631688 -0.175 0.012 -0.017 0.1209
H 4.507809 -2.397428 -0.929738 0.074 0.094 -0.062 0.1033
H 2.791188 -0.780018 -1.608657 -0.017 -0.003 0.024 0.1087
H 1.642055 -4.202399 1.663860 -0.056 -0.108 0.099 0.1138
H -0.258021 -3.960821 2.523728 0.110 -0.103 0.073 0.1167
H -2.784272 -4.989388 3.284722 -0.078 0.160 0.011 0.1286
H -3.753374 -3.606661 3.845429 0.120 -0.083 -0.120 0.1165
H -1.747144 -3.022185 4.998344 -0.006 -0.062 -0.045 0.0937
H -4.019366 -1.981094 2.128904 -0.084 0.095 0.006 0.1022
H -3.036040 -0.598689 0.354357 0.067 -0.006 -0.024 0.0938
C -4.122999 2.125337 0.167749 0.575 -0.149 -0.600 -0.1576
Si -2.434574 2.224351 -0.765292 -0.387 1.134 0.434 0.5234
C -1.331842 3.046554 0.545350 -0.164 -0.627 -0.643 -0.1440
C -2.525246 3.527261 -2.179989 -0.106 -0.631 0.472 -0.1576
N -1.905758 0.652759 -1.387925 -0.156 -0.375 -0.342 -0.0854
C -2.702205 0.002798 -2.280534 0.344 0.209 0.314 -0.2821
C -3.917293 0.538891 -2.744031 -0.724 0.116 -0.382 -0.0621
C -4.749555 -0.114303 -3.618186 0.075 0.586 0.371 -0.0816
C -4.390785 -1.371914 -4.092281 0.412 -0.540 -0.046 -0.0804
C -3.208782 -1.931794 -3.680882 -0.646 -0.066 -0.394 -0.0558
C -2.321151 -1.299030 -2.786593 0.551 -0.152 0.169 -0.2817
N -1.150559 -1.857017 -2.405596 -0.175 0.480 -0.090 -0.0599
Si -0.702719 -3.436676 -3.002005 0.496 -1.340 -0.285 0.4864
C -0.512737 -3.480448 -4.919761 -0.283 0.098 0.689 -0.1621
C -1.926547 -4.792740 -2.414807 0.298 0.621 -0.307 -0.1538
C 0.996367 -4.068679 -2.411909 -0.660 0.512 -0.116 -0.1606
H -4.348860 3.102765 0.584189 0.062 0.230 0.058 0.0269
H -4.066531 1.428712 1.000009 0.104 -0.121 0.160 0.0200
H -4.971112 1.830860 -0.441427 -0.107 -0.077 -0.109 0.0167
H -1.831116 3.932607 0.921769 -0.305 0.154 -0.004 0.0422
H -0.381583 3.358950 0.138245 0.284 0.078 -0.130 0.0300
H -1.144275 2.395218 1.389458 0.034 -0.146 0.283 0.0339
H -2.575054 4.524949 -1.755205 0.009 0.180 0.193 0.0249
H -3.386006 3.411099 -2.829271 -0.149 -0.040 -0.124 0.0158
H -1.639477 3.478299 -2.805633 0.217 -0.076 -0.068 0.0036
H -4.210782 1.511557 -2.398528 -0.101 0.140 0.026 0.0535
H -5.675041 0.347566 -3.930534 -0.039 0.056 -0.013 0.1040
H -5.031480 -1.903527 -4.780916 -0.027 -0.053 -0.040 0.1047
H -2.943646 -2.899970 -4.058991 0.003 -0.191 -0.087 0.0559
H -1.458161 -3.465250 -5.449257 -0.194 0.030 -0.121 0.0142
H 0.005710 -4.387752 -5.216303 0.125 -0.188 0.060 0.0251
H 0.068030 -2.639761 -5.290903 0.125 0.184 -0.007 0.0144
H -2.882739 -4.760850 -2.925969 -0.184 0.017 -0.091 0.0152
H -2.128555 -4.693674 -1.351344 0.046 0.098 0.212 0.0255
H -1.502885 -5.779155 -2.577951 0.177 -0.153 -0.064 0.0253
H 1.816039 -3.396943 -2.645222 0.164 0.106 -0.054 0.0130
H 1.203464 -5.016862 -2.901779 -0.112 -0.138 -0.198 0.0355
H 1.011186 -4.249123 -1.344753 0.008 -0.015 0.212 0.0157
N 1.324533 3.121762 -4.481823 -0.217 0.763 -0.355 0.1372
N 1.181673 1.896436 -3.905737 -0.150 -1.607 1.212 -0.2599
N 1.571715 0.785102 -4.490803 0.100 0.343 -0.365 0.1477
C 1.185155 -0.137668 -3.629380 -0.108 0.195 0.200 -0.1568
N 0.590971 0.406184 -2.553000 0.814 0.775 -1.276 -0.0527
N 0.596084 1.711305 -2.743254 0.107 0.505 -0.441 0.1525
H 2.087830 3.106860 -5.150808 -0.056 -0.135 0.260 0.1077
H 1.427847 3.835732 -3.768411 0.084 -0.196 -0.020 0.1098
H 1.334639 -1.187278 -3.780926 -0.015 -0.174 0.029 0.1031
C 3.167485 6.032733 2.718101 -0.049 -0.194 0.204 -0.0689
C 2.869205 5.028046 3.835935 0.092 0.168 0.035 -0.5602
C 4.164938 4.764998 4.615245 -0.205 0.057 -0.123 -0.0432
C 1.822089 5.663619 4.763138 0.173 -0.072 -0.111 -0.0499
C 2.324564 3.711744 3.296655 0.033 -0.055 0.061 -0.1765
C 1.809648 2.776122 4.195853 0.056 0.088 0.020 -0.0378
C 1.179275 1.611071 3.790079 -0.178 -0.279 -0.194 0.0264
C 1.104361 1.372687 2.435402 0.576 0.772 -0.255 -0.2120
O 0.457424 0.398995 1.748340 -0.323 -0.349 0.141 0.1450
B 0.601824 0.688731 0.385185 0.063 -0.040 0.154 -0.4958
O 1.449123 1.801401 0.263404 0.084 0.087 -0.596 0.1153
C 1.695343 2.251759 1.524417 -0.196 -0.286 0.928 -0.2089
C 2.294001 3.427010 1.932395 -0.176 -0.222 -0.271 0.0651
H 3.467724 6.983867 3.154078 0.058 0.065 0.031 0.0830
H 2.282711 6.205226 2.110235 -0.087 0.059 -0.125 0.0856
H 3.975247 5.683355 2.079992 0.095 -0.005 -0.132 0.0809
H 4.565026 5.698686 5.006271 0.077 0.093 0.073 0.0826
H 4.906360 4.311371 3.962325 0.138 -0.046 -0.056 0.0875
H 3.988276 4.087588 5.445252 -0.001 -0.090 0.148 0.0779
H 2.178732 6.624774 5.123158 0.059 0.171 0.077 0.0810
H 1.613351 5.039034 5.625484 -0.035 -0.061 0.124 0.0712
H 0.890500 5.820060 4.226270 -0.156 0.039 -0.062 0.0904
H 1.874699 2.964688 5.257479 -0.030 0.072 0.058 0.1055
H 0.725954 0.941020 4.504035 0.001 -0.108 0.061 0.1195
H 2.667854 4.109206 1.188116 0.097 0.131 -0.063 0.1142
```
Forces are in eV/Å.